[1]
The following is a quantum chemistry calculation of a cluster of 2 separate species, H3INP in total in a non-equilibrium geometry, from the OMol25 dataset.

Structure (XYZ):
```
6
Properties=species:S:1:pos:R:3:forces:R:3
N -0.642 -0.003 0.696 1.2 -0.4 -3.7
P -0.356 -0.037 -0.984 1.4 0.1 1.9
I 2.535 1.681 -1.102 -1.5 -1.0 0.0
H -0.282 -0.798 1.157 -0.2 -0.3 1.2
H -1.394 0.531 0.980 -1.4 1.1 1.4
H 0.139 -1.373 -0.747 0.4 0.6 -0.9
```
Forces are in eV/Å.

Summary:
Gap between HOMO and LUMO (alpha / beta): 6.43 / 6.51 eV
ΔE to the lowest compared entry with this formula, charge and spin: 31.6 kcal/mol
2S+1: 1
HOMO energy (alpha / beta): -8.43 / -8.45 eV

Results of the natural (NBO) charge analysis, in e, for atoms 1 through 5: N -1.0844; P 0.8310; I -0.4895; H 0.4085; H 0.4016



[2]
The following is a quantum chemistry calculation of the molecule C5H9NO in a non-equilibrium geometry, from the OMol25 dataset.

Structure (XYZ):
```
16
Properties=species:S:1:pos:R:3:forces:R:3
O 0.172 1.907 -2.299 2.2 -4.8 1.3
C 0.719 0.822 -1.836 -0.6 5.0 -0.7
N 0.481 0.472 -0.498 -1.1 1.2 -2.7
C -1.064 0.202 -0.612 2.5 0.1 2.5
C -1.343 -0.225 0.870 1.2 0.4 1.3
C 0.109 -0.530 1.539 1.1 -1.8 -3.0
C 1.248 -0.375 0.403 -1.4 1.2 -0.5
H 1.389 0.242 -2.510 -0.1 0.1 0.5
H -1.371 1.248 -0.916 -0.6 -2.0 0.0
H -1.047 -0.679 -1.290 -1.3 0.9 0.1
H -1.749 0.633 1.471 0.0 -0.8 -0.8
H -1.975 -1.133 1.039 0.4 0.9 -0.5
H 0.257 -1.613 1.699 -0.6 0.6 1.2
H 0.513 0.124 2.275 -0.7 0.2 1.2
H 1.506 -1.315 -0.116 0.3 0.1 0.6
H 2.155 0.220 0.781 -1.2 -1.2 -0.6
```
Forces are in eV/Å.

Summary:
Gap between HOMO and LUMO: 10.00 eV
ΔE to the lowest compared entry with this formula, charge and spin: 72.0 kcal/mol
2S+1: 1
HOMO energy: -9.11 eV
Structure (SMILES): O=CN1CCCC1

Results of the natural (NBO) charge analysis, in e, for atoms 1 through 5: O -0.5959; C 0.5193; N -0.4890; C -0.2480; C -0.4307



[3]
The following is a quantum chemistry calculation of the ion C4H4N3 with charge +1 in a non-equilibrium geometry, from the OMol25 dataset.

Structure (XYZ):
```
11
Properties=species:S:1:pos:R:3:forces:R:3
C -0.229 -0.178 1.697 0.8 1.6 -0.4
N -0.670 1.130 1.188 -1.4 1.4 -0.3
N -0.314 1.373 0.053 0.3 -0.7 1.3
C 0.356 0.949 -0.859 0.9 2.4 -1.6
C 0.317 -0.138 -1.822 0.5 -0.9 0.8
C 0.080 -0.785 -0.549 -0.2 -1.9 -0.4
N -0.064 -1.014 0.583 0.2 -1.1 -0.7
H -0.983 -0.481 2.319 -1.8 -1.0 1.6
H 0.680 -0.079 2.224 1.3 -0.2 0.6
H -0.394 -0.329 -2.561 -2.0 0.3 -0.9
H 1.222 -0.449 -2.273 1.4 0.1 -0.2
```
Forces are in eV/Å.

Summary:
Gap between HOMO and LUMO: 8.30 eV
ΔE to the lowest compared entry with this formula, charge and spin: 107.7 kcal/mol
Charge: +1
2S+1: 1
HOMO energy: -14.53 eV
Structure (SMILES): C1N=[N+]=C2CC2=N1

Results of the natural (NBO) charge analysis, in e, for atoms 1 through 5: C -0.1096; N -0.1409; N 0.0403; C 0.2050; C -0.4760



> ΔE to the lowest compared entry with this formula, charge and spin of number 1 (H3INP)?

31.6 kcal/mol